Entry 1:
ORCA calculation (ωB97M-V/def2-TZVPD) on a 2-piece molecular cluster, CH7O2 overall at a distorted geometry.

Element x y z (Å)
1 O 1.688 -1.384 -0.852
2 H 1.981 -2.288 -0.785
3 H 2.323 -0.803 -1.196
4 H -0.328 -0.320 1.548
5 C -1.271 1.182 0.132
6 O -0.358 0.039 0.700
7 H -1.052 1.161 -0.935
8 H -1.042 1.923 0.852
9 H -2.293 0.808 0.321
10 H 0.351 -0.317 0.213

Summary:
**Calculated total energy**: -5236.937 eV
**Gap between HOMO and LUMO**: 12.4 eV
**Net charge**: +1
**HOMO energy**: -16.5 eV

Results of the Löwdin charge analysis, in e, for atoms 1 through 6:
1 O 0.002
2 H 0.069
3 H 0.035
4 H 0.147
5 C 0.173
6 O 0.150

---

Entry 2:
ORCA calculation (ωB97M-V/def2-TZVPD) on one molecule with the formula C6H9N.

Element x y z (Å)
1 C 0.439 -2.129 -0.031
2 C -0.358 -1.100 0.732
3 C -1.601 -0.640 0.328
4 C -1.471 0.738 0.000
5 C -0.159 1.101 0.255
6 C 0.799 2.080 -0.356
7 N 0.428 0.025 0.837
8 H 1.435 -2.294 0.394
9 H -0.061 -3.072 -0.231
10 H 0.603 -1.629 -1.003
11 H -2.468 -1.264 0.144
12 H -2.219 1.340 -0.499
13 H 1.818 1.766 -0.092
14 H 0.729 1.964 -1.445
15 H 0.677 3.130 -0.100
16 H 1.408 -0.015 1.068

Summary:
**Calculated total energy**: -7856.608 eV
**Gap between HOMO and LUMO**: 8.4 eV
**Structure (SMILES)**: Cc1ccc(C)[nH]1
**Net charge**: 0
**HOMO energy**: -7.5 eV

Results of the Löwdin charge analysis, in e, for atoms 1 through 6:
1 C -0.054
2 C -0.326
3 C -0.072
4 C -0.051
5 C -0.312
6 C -0.031

---

Entry 3:
ORCA calculation (ωB97M-V/def2-TZVPD) on an isolated ion of composition C3H6N and charge +1 at a distorted geometry.

Element x y z (Å)
1 C -0.849 1.879 -0.679
2 N -0.071 1.203 0.022
3 C 0.495 0.059 0.244
4 C 0.288 -1.743 0.478
5 H -1.417 2.713 -0.290
6 H -0.922 1.695 -1.753
7 H 1.571 0.171 0.380
8 H -0.757 -1.995 0.525
9 H 0.859 -2.125 -0.353
10 H 0.803 -1.857 1.427

Summary:
**Calculated total energy**: -4688.316 eV
**Gap between HOMO and LUMO**: 11.0 eV
**Structure (SMILES)**: C=[N+]=CC
**Net charge**: +1
**HOMO energy**: -16.8 eV

Results of the Löwdin charge analysis, in e, for atoms 1 through 6:
1 C 0.145
2 N 0.076
3 C 0.098
4 C 0.105
5 H 0.120
6 H 0.134

---

Entry 4:
ORCA calculation (ωB97M-V/def2-TZVPD) on C3LiO2 as an isolated structure at a distorted geometry.

Element x y z (Å)
1 O 0.118 0.845 0.593
2 C -0.987 0.304 1.125
3 C -2.016 -0.107 1.685
4 O 0.269 -0.774 -0.932
5 C 0.739 0.295 -0.515
6 Li 1.877 -0.563 -1.956

Summary:
**Calculated total energy**: -7407.040 eV
**Gap between HOMO and LUMO**: 3.9 eV
**Net charge**: -1
**HOMO energy**: -2.4 eV

The molecule's Löwdin atomic charges, reported in e, are given here:
1 O -0.182
2 C -0.536
3 C -0.251
4 O -0.237
5 C -0.464
6 Li 0.670

---

Entry 5:
ORCA calculation (ωB97M-V/def2-TZVPD) on an isolated ion of composition C7H10F2O4P and charge +1 at a distorted geometry.

Element x y z (Å)
1 C -1.704 -1.583 -0.750
2 C -2.439 -0.959 0.484
3 C 0.053 -0.041 -0.307
4 C 1.399 2.164 -0.795
5 C 1.301 -1.894 1.070
6 C 1.169 0.669 -1.136
7 C 0.450 -0.538 1.054
8 O -2.084 -2.503 -1.363
9 O -2.941 -1.452 1.401
10 O -0.507 -0.944 -1.136
11 O -2.562 0.508 0.276
12 F -1.266 2.479 1.150
13 F -1.785 2.233 -1.225
14 P -1.327 1.376 -0.043
15 H 0.380 2.512 -0.449
16 H 1.740 2.703 -1.585
17 H 2.194 2.277 0.020
18 H 1.451 -2.294 2.176
19 H 2.227 -1.726 0.556
20 H 0.735 -2.725 0.536
21 H 1.988 -0.004 -1.104
22 H 0.854 0.412 -2.182
23 H 1.049 0.153 1.613
24 H -0.372 -0.824 1.739

Summary:
**Calculated total energy**: -30327.818 eV
**Gap between HOMO and LUMO**: 10.7 eV
**Net charge**: +1
**HOMO energy**: -15.7 eV

Results of the Löwdin charge analysis, in e, for atoms 1 through 6:
1 C -0.300
2 C -0.282
3 C -0.478
4 C -0.023
5 C -0.033
6 C -0.142

---

Entry 6:
ORCA calculation (ωB97M-V/def2-TZVPD) on C34H25F10N6O4S2Y as an isolated structure at a distorted geometry.

Element x y z (Å)
1 Y 0.423 0.354 0.207
2 C -2.793 -1.348 0.195
3 N -2.073 -0.402 -0.655
4 C -1.978 -0.922 -2.013
5 C -0.904 -1.993 -2.117
6 N 0.429 -1.404 -1.982
7 C 1.291 -1.599 -3.008
8 C 2.433 -0.754 -3.088
9 F 2.582 0.175 -2.138
10 C 3.396 -0.823 -4.064
11 F 4.418 0.044 -4.065
12 C 3.317 -1.780 -5.067
13 F 4.250 -1.850 -6.040
14 C 2.262 -2.662 -5.019
15 F 2.175 -3.644 -5.938
16 C 1.301 -2.590 -4.023
17 F 0.407 -3.619 -4.041
18 C -2.757 0.883 -0.574
19 C -2.178 1.949 -1.481
20 N -0.730 2.011 -1.389
21 C -0.188 3.140 -1.874
22 C 1.212 3.358 -1.745
23 F 1.971 2.354 -1.275
24 C 1.871 4.514 -2.079
25 F 3.192 4.616 -1.862
26 C 1.188 5.585 -2.638
27 F 1.819 6.738 -2.951
28 C -0.158 5.411 -2.871
29 F -0.857 6.400 -3.465
30 C -0.813 4.240 -2.534
31 F -2.115 4.204 -2.942
32 H -3.816 -1.492 -0.198
33 H -2.283 -2.306 0.232
34 H -2.842 -0.958 1.208
35 H -2.958 -1.322 -2.334
36 H -1.702 -0.115 -2.691
37 H -1.081 -2.735 -1.329
38 H -1.061 -2.503 -3.064
39 H -3.832 0.767 -0.815
40 H -2.689 1.194 0.472
41 H -2.530 1.783 -2.510
42 H -2.655 2.883 -1.160
43 O 0.948 -0.538 3.039
44 S -0.335 -0.988 2.504
45 O -1.089 -1.896 3.339
46 O -1.101 0.237 2.070
47 O -0.028 -1.632 1.142
48 N 1.021 2.197 1.177
49 C 1.722 3.095 1.684
50 C 1.191 4.496 1.904
51 C 0.018 4.865 1.247
52 C -0.517 6.130 1.408
53 C 0.104 7.050 2.247
54 C 1.257 6.686 2.924
55 C 1.799 5.418 2.750
56 C 3.152 2.838 2.080
57 C 3.441 1.700 2.831
58 C 4.756 1.388 3.140
59 C 5.793 2.197 2.694
60 C 5.510 3.320 1.929
61 C 4.194 3.643 1.630
62 H -0.452 4.121 0.615
63 H -1.422 6.403 0.877
64 H -0.308 8.045 2.368
65 H 1.742 7.390 3.592
66 H 2.702 5.143 3.279
67 H 2.627 1.042 3.116
68 H 4.970 0.487 3.702
69 H 6.821 1.939 2.919
70 H 6.316 3.937 1.549
71 H 3.972 4.513 1.023
72 S 3.217 -1.025 0.648
73 C 2.847 -2.650 0.649
74 N 1.868 -3.150 -0.166
75 C 1.464 -4.423 -0.137
76 C 2.092 -5.316 0.681
77 C 3.153 -4.784 1.438
78 N 3.532 -3.537 1.431
79 H 1.302 -2.472 -0.739
80 H 0.641 -4.666 -0.796
81 H 1.795 -6.351 0.742
82 H 3.721 -5.443 2.091

Summary:
**Calculated total energy**: -102687.305 eV
**Gap between HOMO and LUMO**: 6.5 eV
**Net charge**: -2
**HOMO energy**: -2.2 eV

Results of the Löwdin charge analysis, in e, for atoms 1 through 6:
1 Y 1.423
2 C -0.100
3 N -0.257
4 C -0.196
5 C -0.231
6 N -0.050

---

Entry 7:
ORCA calculation (ωB97M-V/def2-TZVPD) on C24H41CrGeN7O as an isolated structure.

Element x y z (Å)
1 Cr 0.883 -0.047 -0.348
2 C -3.309 0.641 0.504
3 C -1.826 0.445 0.555
4 N -1.101 0.238 -0.699
5 C -1.654 -0.652 -1.722
6 C -0.804 -1.907 -1.980
7 N 0.655 -1.696 -1.872
8 C 1.509 -1.676 -3.069
9 C 2.051 -0.273 -3.355
10 N 2.510 0.376 -2.150
11 C 3.874 0.277 -1.653
12 C 3.885 -0.082 -0.153
13 N 2.697 0.441 0.466
14 C 2.633 0.766 1.782
15 C 3.864 0.942 2.615
16 C 1.324 0.994 2.287
17 C 0.943 1.467 3.559
18 C -0.422 1.664 3.800
19 C -1.402 1.361 2.875
20 C -1.005 0.828 1.602
21 N 0.341 0.708 1.379
22 H -3.615 1.189 -0.394
23 H -3.650 1.233 1.355
24 H -3.894 -0.289 0.520
25 H -1.780 -0.099 -2.654
26 H -2.653 -0.977 -1.423
27 H -1.066 -2.336 -2.954
28 H -1.065 -2.648 -1.223
29 H 1.003 -2.423 -1.264
30 H 0.990 -2.071 -3.949
31 H 2.356 -2.339 -2.875
32 H 1.246 0.329 -3.763
33 H 2.822 -0.349 -4.134
34 H 2.122 1.300 -2.040
35 H 4.396 1.227 -1.807
36 H 4.416 -0.480 -2.226
37 H 4.814 0.285 0.297
38 H 3.911 -1.183 -0.058
39 H 4.425 0.008 2.720
40 H 3.617 1.293 3.614
41 H 4.542 1.673 2.163
42 H 1.672 1.723 4.313
43 H -0.722 2.073 4.759
44 H -2.446 1.536 3.098
45 N 0.855 -1.984 0.880
46 C 0.327 -2.386 1.827
47 N -0.232 -2.911 2.898
48 C -1.114 -4.070 2.703
49 C -2.561 -3.612 2.627
50 O -2.895 -2.865 3.776
51 C -2.116 -1.672 3.846
52 C -0.641 -1.998 3.986
53 H -0.985 -4.731 3.562
54 H -0.804 -4.599 1.803
55 H -3.235 -4.467 2.588
56 H -2.707 -3.002 1.723
57 H -2.470 -1.114 4.710
58 H -2.268 -1.071 2.941
59 H -0.449 -2.519 4.926
60 H -0.030 -1.098 3.936
61 C -2.838 2.793 -2.592
62 Ge -0.924 2.383 -2.797
63 C 0.110 4.051 -2.750
64 C -0.712 1.624 -4.610
65 C -0.327 1.373 -1.219
66 H -3.157 3.516 -3.345
67 H -3.027 3.214 -1.605
68 H -3.452 1.898 -2.707
69 H -0.223 4.738 -3.529
70 H 1.171 3.851 -2.909
71 H -0.002 4.543 -1.784
72 H -1.336 2.207 -5.291
73 H -1.029 0.583 -4.684
74 H 0.314 1.701 -4.970
75 H -0.327 2.136 -0.437

Summary:
**2S+1**: 5
**Calculated total energy**: -122966.398 eV
**Gap between HOMO and LUMO (spin up / spin down)**: 4.9 / 5.7 eV
**Net charge**: 0
**HOMO energy (spin up / spin down)**: -4.6 / -5.4 eV

Results of the Löwdin charge analysis, in e, for atoms 1 through 6:
1 Cr 0.721
2 C -0.059
3 C -0.266
4 N -0.251
5 C -0.153
6 C -0.153

---

Entry 8:
ORCA calculation (ωB97M-V/def2-TZVPD) on one molecule with the formula C3H5NO at a distorted geometry.

Element x y z (Å)
1 C 1.426 -0.036 -0.223
2 N 0.855 1.081 -0.046
3 C -0.546 0.775 0.236
4 C -0.645 -0.740 -0.065
5 O 0.717 -1.188 -0.120
6 H 2.469 -0.136 -0.497
7 H -1.262 1.354 -0.354
8 H -0.773 1.012 1.291
9 H -1.171 -1.096 0.811
10 H -1.070 -1.027 -1.033

Summary:
**Calculated total energy**: -6728.775 eV
**Gap between HOMO and LUMO**: 10.7 eV
**Structure (SMILES)**: C1=NCCO1
**Net charge**: 0
**HOMO energy**: -9.7 eV

Results of the Löwdin charge analysis, in e, for atoms 1 through 6:
1 C -0.241
2 N 0.056
3 C -0.196
4 C -0.154
5 O -0.050
6 H 0.131